one:
Entry from OMol25: 11 unconnected molecules or ions with the total composition BF4H20O10 (ωB97M-V/def2-TZVPD).

Cartesian coordinates (Å):
B -0.09031 0.12684 1.08251
F 1.18415 0.00835 1.50825
F -0.44251 1.51043 1.16737
F -0.12228 -0.30940 -0.22883
F -1.06402 -0.51509 1.89282
O 0.32981 3.73254 -2.91605
H 0.75736 4.45892 -2.46239
H 0.38548 3.00016 -2.30225
O -1.58823 -5.16485 -1.56026
H -1.42088 -4.26058 -1.29471
H -1.85077 -5.10064 -2.47852
O -3.46253 2.64434 4.98576
H -3.92200 1.82134 5.15249
H -2.80590 2.42308 4.32537
O -4.93380 -4.07193 3.29051
H -4.24929 -3.42918 3.10463
H -4.56212 -4.62687 3.97616
O 0.14940 -3.30243 -6.53755
H 0.78762 -2.80071 -6.03043
H -0.55365 -2.67957 -6.72193
O -2.28272 0.69659 -6.37652
H -2.61371 1.49797 -6.78211
H -1.47475 0.96505 -5.93908
O 2.04502 7.05853 0.08472
H 2.42481 6.65657 0.86601
H 2.75368 7.58753 -0.28163
O 5.86066 1.08443 -0.18338
H 5.28942 0.68238 0.47105
H 6.74683 0.86491 0.10425
O 3.22546 3.68227 3.70146
H 3.27090 3.04578 4.41493
H 2.36620 3.53770 3.30525
O -0.27433 -6.91029 3.20257
H 0.39519 -7.57159 3.02746
H -0.25820 -6.34257 2.43209

Calculated values
- net charge = -1
- orbital gap (eV) = 10.34
- lowest unoccupied orbital energy (eV) = 2.408
- E_HOMO (eV) = -7.93

Quick look at the natural (NBO) charges, all values in e:
1. B 1.33
2. F -0.57
3. F -0.60
4. F -0.58
5. F -0.59
6. O -0.95
7. H 0.47
8. H 0.48
9. O -0.95
10. H 0.48
11. H 0.47
12. O -0.95
13. H 0.47
14. H 0.48
15. O -0.94
16. H 0.48
17. H 0.46
18. O -0.94
19. H 0.47
20. H 0.47
21. O -0.94
22. H 0.47
23. H 0.47
24. O -0.94
25. H 0.47
26. H 0.46
27. O -0.94
28. H 0.48
29. H 0.46
30. O -0.95
31. H 0.47
32. H 0.48
33. O -0.94
34. H 0.46
35. H 0.48

two:
Entry from OMol25: 11 unconnected molecules or ions with the total composition BF4H20O10 (ωB97M-V/def2-TZVPD).

Cartesian coordinates (Å):
B -0.41186 -0.00151 -0.84549
F -0.83686 -0.60851 0.36851
F -1.49486 0.75949 -1.32449
F 0.70114 0.74249 -0.46849
F 0.05214 -1.03951 -1.60849
O 0.47314 -2.54251 2.28751
H 0.50214 -1.78451 2.91251
H -0.41486 -2.50051 1.91351
O 1.41514 3.27849 -0.58549
H 1.18014 2.39849 -0.55049
H 2.21914 3.36749 -0.02649
O 2.37414 -1.32151 0.41551
H 2.13714 -0.91451 -0.38549
H 1.57314 -1.55251 0.82751
O 1.91614 -0.44551 -3.23049
H 2.19314 0.41449 -2.93349
H 1.05914 -0.52751 -2.75149
O 0.30114 2.41949 -3.28249
H -0.19686 3.24349 -3.16349
H -0.25986 1.76149 -2.93549
O -2.15686 3.07749 -0.09749
H -2.75086 2.73449 0.62151
H -2.09386 2.32249 -0.71349
O 0.79014 -3.56151 -0.61949
H 1.67514 -3.65251 -0.34149
H 0.77314 -2.81551 -1.22449
O -2.58686 -2.77451 1.17451
H -2.39786 -2.23751 0.39251
H -3.32286 -2.31151 1.59451
O 1.00614 1.44349 2.46851
H 0.84014 2.19549 1.92151
H 0.20514 0.98749 2.35851
O -1.38586 0.18249 2.69451
H -1.64986 -0.50951 3.30351
H -1.42686 -0.22751 1.83351

Calculated values
- net charge = -1
- orbital gap (eV) = 9.90
- lowest unoccupied orbital energy (eV) = 2.498
- E_HOMO (eV) = -7.40

Quick look at the natural (NBO) charges, all values in e:
1. B 1.35
2. F -0.59
3. F -0.56
4. F -0.56
5. F -0.55
6. O -0.96
7. H 0.47
8. H 0.49
9. O -0.95
10. H 0.48
11. H 0.46
12. O -0.96
13. H 0.47
14. H 0.49
15. O -0.97
16. H 0.47
17. H 0.48
18. O -0.94
19. H 0.47
20. H 0.47
21. O -0.96
22. H 0.46
23. H 0.49
24. O -0.96
25. H 0.47
26. H 0.48
27. O -0.95
28. H 0.49
29. H 0.46
30. O -0.96
31. H 0.46
32. H 0.48
33. O -0.97
34. H 0.47
35. H 0.50

Referenced to the most stable arrangement, the calculated values in hartree are one 0.0447; two 0.0000.

one:
Entry from OMol25: 2 unconnected molecules or ions with the total composition C2H3Cl3 (ωB97M-V/def2-TZVPD).

Cartesian coordinates (Å):
C -0.73594 -0.70584 -0.70410
C 1.86600 0.13556 0.42122
Cl -0.18556 -2.27367 -0.61728
Cl 2.46805 1.11264 -0.83367
Cl 2.40778 -1.49331 0.59543
H -0.29932 -0.04898 -1.36323
H -1.35598 -0.21372 0.12392
H 1.20375 0.40487 1.22870

Calculated values
- net charge = 0
- orbital gap (alpha / beta) (eV) = 8.37 / 8.15
- lowest unoccupied orbital energy (alpha / beta) (eV) = 0.081 / -0.141
- E_HOMO (alpha / beta) (eV) = -8.29 / -8.29

Quick look at the natural (NBO) charges, all values in e:
1. C -0.43
2. C -0.33
3. Cl 0.07
4. Cl 0.06
5. Cl 0.04
6. H 0.18
7. H 0.19
8. H 0.22

two:
Entry from OMol25: a molecular structure, C2H3Cl3 (ωB97M-V/def2-TZVPD).

Cartesian coordinates (Å):
C 0.74398 0.09098 -0.33321
C 0.36255 -0.47888 0.79785
H 0.25843 0.95746 -0.77479
H 0.87157 -1.34000 1.21284
H -0.49734 -0.07440 1.34802
Cl -1.23639 0.10418 -0.01500
Cl -2.59418 1.21480 -0.96717
Cl 2.09139 -0.47415 -1.26853

Calculated values
- net charge = 0
- orbital gap (eV) = 8.92
- lowest unoccupied orbital energy (eV) = -0.241
- E_HOMO (eV) = -9.16

Quick look at the natural (NBO) charges, all values in e:
1. C -0.12
2. C -0.56
3. H 0.24
4. H 0.25
5. H 0.30
6. Cl 0.12
7. Cl -0.26
8. Cl 0.03

Referenced to the most stable arrangement, the calculated values in hartree are one 0.0000; two 0.1133.